1.
Density functional theory data (ωB97M-V/def2-TZVPD) for a structure of composition C25H41AuBrN2O2Si4.

The geometry in XYZ format:
```
76
Properties=species:S:1:pos:R:3:forces:R:3
Au 0.405 0.576 0.486 -0.21 0.26 0.17
O 2.354 5.012 -1.836 -0.02 -0.09 0.01
C 2.859 4.789 -0.577 -0.05 0.03 0.02
C 4.014 5.405 -0.127 0.02 0.00 0.02
C 4.468 5.156 1.161 0.01 0.01 -0.03
C 3.767 4.300 1.994 -0.02 -0.02 0.02
C 2.608 3.691 1.531 0.07 -0.05 -0.04
C 2.150 3.914 0.243 0.02 0.05 0.04
C 0.876 3.269 -0.262 -0.02 -0.02 0.11
O 0.217 2.528 0.726 0.07 0.05 -0.17
N 1.214 2.483 -1.495 -0.24 0.10 -0.12
N 0.871 1.217 -1.557 0.21 -0.09 0.11
C 0.941 0.408 -2.541 -0.08 -0.05 0.01
C 0.578 -1.003 -2.357 0.08 0.09 -0.05
Br 0.566 -1.663 -0.519 0.00 -0.22 0.04
C 0.265 -1.856 -3.326 0.04 0.08 -0.03
C -0.071 -3.284 -3.239 -0.02 -0.03 0.01
C -1.193 -3.749 -3.924 -0.01 0.01 0.01
C -1.552 -5.084 -3.851 0.00 -0.01 0.00
C -0.779 -5.973 -3.116 0.00 0.00 0.00
C 0.359 -5.525 -2.462 0.00 0.00 0.00
C 0.714 -4.186 -2.522 0.02 0.00 -0.01
H 2.869 5.698 -2.275 0.00 0.01 -0.01
H 4.556 6.080 -0.780 0.00 0.01 0.00
H 5.370 5.640 1.510 0.00 0.00 0.00
H 4.112 4.112 3.001 0.00 0.00 0.00
H 2.034 3.034 2.168 -0.01 -0.01 0.05
H 0.168 4.049 -0.569 0.07 0.01 -0.08
H 1.406 3.008 -2.340 0.01 0.00 0.01
H 1.253 0.714 -3.537 -0.03 0.01 -0.01
H 0.226 -1.410 -4.318 0.01 0.00 0.00
H -1.792 -3.058 -4.505 0.00 0.00 0.00
H -2.431 -5.434 -4.375 0.00 0.00 0.00
H -1.054 -7.018 -3.068 0.00 0.00 0.00
H 0.981 -6.220 -1.914 0.00 0.00 0.00
H 1.629 -3.855 -2.047 0.00 0.01 0.00
C -2.604 -1.694 4.262 0.01 0.02 -0.02
Si -1.651 -1.601 2.644 -0.06 -0.10 0.12
C -0.716 -3.228 2.462 0.00 0.03 0.07
C -2.879 -1.364 1.246 0.00 0.00 0.02
Si -0.164 0.232 2.823 0.02 -0.15 -0.05
Si 1.852 -0.459 3.839 -0.03 0.01 0.00
C 1.304 -1.350 5.398 0.04 -0.03 -0.01
C 2.955 0.990 4.273 -0.03 0.01 0.00
C 2.770 -1.642 2.706 0.00 0.00 0.01
Si -1.291 2.067 3.806 0.04 -0.01 -0.12
C -0.404 3.707 3.709 0.07 -0.03 0.02
C -1.428 1.564 5.608 -0.04 0.02 0.01
C -2.979 2.195 3.003 0.00 0.03 0.01
H -3.216 -2.599 4.290 0.02 -0.01 -0.04
H -3.273 -0.841 4.383 0.00 0.00 0.01
H -1.931 -1.724 5.122 0.00 -0.01 0.00
H -1.393 -4.020 2.133 -0.02 0.02 0.01
H -0.322 -3.516 3.440 0.00 -0.03 -0.02
H 0.130 -3.211 1.776 0.01 0.02 -0.06
H -3.540 -2.233 1.207 -0.02 0.02 -0.01
H -2.422 -1.252 0.262 0.04 -0.01 -0.01
H -3.496 -0.482 1.432 -0.01 0.01 -0.02
H 0.611 -0.754 5.995 0.00 0.02 0.01
H 2.169 -1.578 6.026 0.01 -0.01 -0.01
H 0.812 -2.295 5.156 -0.01 0.01 0.02
H 2.422 1.747 4.852 0.00 0.00 -0.01
H 3.365 1.464 3.381 0.00 0.01 -0.01
H 3.794 0.637 4.878 0.00 0.01 0.00
H 2.275 -2.614 2.674 0.00 -0.01 -0.02
H 3.790 -1.799 3.067 -0.01 -0.02 0.03
H 2.845 -1.263 1.685 0.03 0.03 0.01
H 0.561 3.676 4.218 0.01 0.00 -0.02
H -1.014 4.462 4.211 -0.01 0.00 -0.01
H -0.240 4.015 2.678 -0.02 0.02 0.01
H -0.443 1.457 6.068 0.01 0.01 0.00
H -1.976 0.633 5.751 0.01 0.00 0.01
H -1.958 2.350 6.154 -0.01 -0.01 0.01
H -2.892 2.280 1.918 0.01 0.01 0.00
H -3.495 3.087 3.365 -0.01 -0.01 0.01
H -3.608 1.332 3.230 0.01 -0.02 -0.01
```
Positions in Å, forces in eV/Å.

Properties
HOMO-LUMO gap   7.1158 eV
Lowest unoccupied orbital energy   -4.0 eV
Energy above the lowest of the compared OMol25 structures with the same formula, charge and spin   0.0 kJ/mol
HOMO energy   -0.4067 hartree
Charge   +1

2.
Density functional theory data (ωB97M-V/def2-TZVPD) for a structure of composition C25H41Cl3IrN3O3Si in a non-equilibrium geometry.

The geometry in XYZ format:
```
77
Properties=species:S:1:pos:R:3:forces:R:3
C -1.579 -1.858 -2.894 0.05 0.22 -0.04
C -1.158 -2.812 -1.819 0.38 -1.02 0.41
H -1.176 -2.122 -3.870 -0.03 0.07 -0.02
H -1.224 -0.858 -2.634 -0.08 -0.03 -0.08
H -2.670 -1.809 -2.989 0.09 -0.04 0.09
C -0.690 -4.052 -2.022 -0.35 0.48 0.15
C -0.503 -4.667 -3.365 0.04 -0.28 -0.51
H -0.442 -4.687 -1.168 -0.05 0.26 -0.19
H -0.635 -3.940 -4.173 0.01 -0.25 0.15
H -1.205 -5.493 -3.540 0.06 0.11 0.03
H 0.501 -5.095 -3.471 -0.05 0.02 0.04
Ir -0.042 0.473 0.701 -0.89 -2.72 -2.31
Cl -2.312 0.702 0.728 -2.53 0.37 0.18
Cl 0.331 1.796 -1.111 0.44 1.68 -1.46
H 0.714 4.846 4.040 0.00 -0.13 -0.04
H -1.377 5.862 3.024 0.06 -0.11 -0.28
C 1.045 4.534 3.046 -0.22 0.24 -0.12
C -0.998 5.558 2.037 0.10 -0.05 -0.12
N -0.124 4.395 2.172 -0.09 0.45 0.20
H 1.590 3.591 3.103 -0.18 0.19 -0.08
C -0.408 3.248 1.583 1.64 -1.39 0.85
O 0.327 2.226 1.804 -1.17 3.49 0.91
H -1.841 5.294 1.383 0.26 0.17 0.21
H -1.294 3.219 0.937 0.21 -0.13 0.12
H 1.690 5.327 2.655 -0.01 -0.16 -0.03
H -0.439 6.401 1.603 -0.21 -0.25 0.08
H 1.499 -1.143 -2.500 0.23 0.27 0.25
H 2.558 -3.411 -1.067 0.23 0.37 0.00
C 2.459 -0.721 -2.163 -0.20 -0.34 -0.06
C 3.371 -2.671 -0.949 0.00 0.03 -0.03
N 2.853 -1.309 -0.879 0.23 -0.12 0.05
H 2.387 0.365 -2.090 -0.10 -0.21 0.12
C 2.720 -0.723 0.311 -0.83 1.50 0.08
O 2.056 0.337 0.555 3.65 -2.09 -0.37
H 3.925 -2.886 -0.029 -0.06 -0.10 -0.20
H 3.262 -1.221 1.137 -0.17 -0.03 -0.33
H 3.234 -1.013 -2.888 -0.17 0.22 0.17
H 4.040 -2.754 -1.816 -0.10 -0.03 0.32
O -0.152 -1.210 -0.509 0.43 -0.07 0.70
C -1.171 -2.166 -0.444 0.05 0.07 0.20
C 0.136 -3.779 1.076 0.16 -0.67 0.32
C -1.038 -3.094 0.783 -0.63 0.30 -0.70
H 1.043 -3.575 0.502 -0.33 -0.05 0.07
C 0.155 -4.773 2.072 -0.35 0.57 -0.05
H -2.131 -1.632 -0.366 -0.07 -0.15 0.25
C -2.184 -3.329 1.556 0.24 -0.39 -0.23
H 1.056 -5.355 2.252 -0.08 0.18 0.02
C -1.000 -5.026 2.821 0.06 -0.01 -0.29
C -2.175 -4.327 2.534 -0.09 0.27 0.12
H -3.092 -2.760 1.331 0.28 -0.28 0.10
H -0.992 -5.775 3.615 -0.01 0.12 -0.31
H -3.107 -4.570 3.053 0.41 0.16 0.00
Si -0.448 3.719 -3.474 -0.14 -0.06 -0.64
Cl -0.662 1.679 -4.027 -0.12 0.79 -0.35
C 1.359 4.139 -3.218 0.09 -0.01 0.18
C -1.623 4.240 -2.113 -0.06 0.07 0.16
C -0.956 4.792 -4.951 -0.11 -0.35 -0.01
H 1.925 3.377 -2.671 -0.18 0.20 -0.09
H 1.413 5.086 -2.658 0.05 -0.22 -0.10
H 1.826 4.306 -4.196 -0.06 -0.05 0.14
H -0.252 4.706 -5.786 -0.11 -0.02 0.13
H -0.951 5.836 -4.613 -0.03 -0.07 -0.07
H -1.963 4.554 -5.326 0.26 0.08 0.15
H -1.578 3.602 -1.229 -0.01 0.08 -0.22
H -2.657 4.268 -2.480 0.19 -0.03 0.00
H -1.341 5.270 -1.837 -0.08 -0.20 -0.03
C 0.042 -1.514 5.176 -0.21 0.27 -0.54
C -0.853 -0.474 4.888 0.15 -0.01 -0.28
C -0.884 0.059 3.601 0.48 -0.73 -0.07
N -0.059 -0.383 2.623 0.55 -0.57 2.71
C 0.848 -1.331 2.924 -0.47 0.30 0.13
C 0.892 -1.951 4.163 0.02 -0.01 0.03
H 0.070 -1.971 6.156 -0.02 0.03 -0.02
H -1.536 -0.063 5.627 0.19 -0.20 -0.04
H -1.578 0.844 3.319 0.08 -0.17 -0.01
H 1.576 -1.578 2.148 -0.58 -0.05 0.30
H 1.596 -2.770 4.291 -0.13 0.20 0.20
```
Positions in Å, forces in eV/Å.

Properties
HOMO-LUMO gap (alpha / beta)   5.5596 / 6.9317 eV
Lowest unoccupied orbital energy (alpha / beta)   0.2 / -0.7 eV
Energy above the lowest of the compared OMol25 structures with the same formula, charge and spin   37.1 kJ/mol
HOMO energy (alpha / beta)   -0.1959 / -0.2791 hartree
Spin multiplicity   5